A 9-piece molecular cluster, C44H111N2O32P7 overall in a non-equilibrium geometry. Source: OMol25; level of theory: ωB97M-V/def2-TZVPD.

CARTESIAN COORDINATES (ANGSTROEM)
C  -4.416561  -2.828615  7.281771
C  -3.480984  -1.638364  7.419906
O  -2.624688  -1.524926  6.288306
P  -1.925865  -0.170500  5.880558
O  -0.781962  -0.333104  4.989217
O  -1.703834  0.466339  7.308276
C  -1.110825  1.760881  7.494028
C  0.174562  1.976897  6.717234
O  -3.117716  0.722726  5.334635
C  -3.204383  0.800070  3.881237
C  -4.424156  1.650480  3.486782
H  -5.210576  -2.749892  6.549940
H  -3.782977  -3.700087  7.075672
H  -4.767124  -3.043755  8.294678
H  -4.053223  -0.732714  7.652310
H  -2.888313  -1.772395  8.330667
H  -1.859477  2.488895  7.170537
H  -0.937774  1.879400  8.559778
H  -0.028181  2.085983  5.656793
H  0.600634  2.924356  7.065040
H  0.895836  1.203994  6.975930
H  -2.286905  1.221852  3.495105
H  -3.426424  -0.192330  3.502385
H  -4.043113  2.585956  3.065753
H  -5.029579  1.254296  2.674680
H  -5.072147  1.865457  4.333031
C  5.071319  1.983765  7.253709
C  4.064123  1.713235  6.177371
O  4.233169  0.409566  5.653450
P  4.474604  0.121818  4.110740
O  4.958773  1.307853  3.413776
O  5.372205  -1.160971  4.128338
C  6.809361  -1.041636  4.246357
C  7.415606  -2.351122  3.803588
O  3.170090  -0.580714  3.604763
C  1.911556  0.097428  3.467494
C  2.053425  1.190601  2.413326
H  4.911823  3.009262  7.602268
H  4.995041  1.310937  8.110077
H  6.118455  1.924022  6.949712
H  3.057350  1.846617  6.574960
H  4.150058  2.444759  5.371131
H  7.125524  -0.201571  3.621240
H  7.122947  -0.822389  5.269950
H  8.497371  -2.211869  3.845060
H  7.082327  -3.101439  4.520148
H  7.126385  -2.668317  2.806557
H  1.221379  -0.666319  3.118998
H  1.484952  0.505932  4.380085
H  2.907518  0.977641  1.775011
H  1.153617  1.323936  1.820978
H  2.295164  2.147026  2.881483
C  2.587722  0.871437  -1.796625
C  3.187002  0.653927  -3.157916
O  4.609827  0.909428  -3.137587
P  5.690910  -0.169474  -2.798133
O  5.474891  -0.841761  -1.517274
O  5.765795  -1.076063  -4.070814
C  6.074340  -2.475042  -3.982760
C  7.529378  -2.676804  -3.635644
O  7.043753  0.612587  -2.900106
C  7.415096  1.477220  -1.823369
C  8.564396  0.886658  -1.031396
H  1.495476  0.877096  -1.828165
H  2.883237  -0.005702  -1.212105
H  2.881136  1.725877  -1.186811
H  2.917764  -0.331894  -3.554515
H  2.808913  1.324319  -3.938159
H  5.457093  -2.922627  -3.203415
H  5.878163  -2.928532  -4.949981
H  7.823584  -2.154421  -2.724193
H  7.732361  -3.737480  -3.462814
H  8.197253  -2.324176  -4.422639
H  7.832934  2.382468  -2.280301
H  6.584582  1.824771  -1.208656
H  8.950441  1.661748  -0.364046
H  8.223597  0.068477  -0.397340
H  9.360764  0.593161  -1.709902
C  -8.448140  4.758885  -0.198408
C  -7.051177  5.154396  0.211712
O  -6.089297  4.774657  -0.771541
P  -5.027138  3.675362  -0.401205
O  -5.409366  2.714456  0.626332
O  -4.629263  3.098925  -1.821919
C  -3.902287  1.870366  -2.086477
C  -4.695184  0.615472  -1.785496
O  -3.758137  4.490981  0.028670
C  -3.069955  5.413241  -0.871570
C  -3.664480  6.795972  -0.933808
H  -9.191809  5.366888  0.311768
H  -8.543622  4.837061  -1.279324
H  -8.615433  3.719460  0.089528
H  -6.987086  6.225547  0.428645
H  -6.758524  4.735425  1.178890
H  -3.771435  1.907741  -3.170605
H  -2.877662  1.901367  -1.709619
H  -5.501322  0.582981  -2.525358
H  -4.148038  -0.327190  -1.858560
H  -5.200610  0.576112  -0.827610
H  -2.092819  5.430313  -0.394874
H  -2.980393  4.889259  -1.823470
H  -4.324941  6.889778  -1.796151
H  -4.206084  7.090675  -0.034786
H  -2.867681  7.538188  -1.016362
C  -0.603670  0.140565  -4.086154
C  -0.767028  -1.298602  -3.658320
O  0.244657  -2.132568  -4.268902
P  0.005758  -3.561179  -4.855467
O  -1.370179  -3.952901  -5.082890
O  0.868698  -4.558342  -3.945256
C  0.697876  -5.946943  -4.126127
C  2.026787  -6.656792  -4.292746
O  0.911126  -3.503638  -6.147819
C  2.277525  -3.171499  -6.166018
C  2.782827  -3.170066  -7.593060
H  0.047485  0.768734  -3.483909
H  -0.290116  0.232604  -5.133913
H  -1.572396  0.641443  -4.183385
H  -0.678708  -1.444893  -2.583935
H  -1.754144  -1.608001  -4.008941
H  0.091215  -6.458168  -3.374037
H  0.139497  -6.155016  -5.050898
H  1.901299  -7.735064  -4.394085
H  2.578470  -6.361723  -5.186893
H  2.640129  -6.440766  -3.412454
H  2.486557  -2.191424  -5.724593
H  2.900298  -3.870766  -5.601474
H  2.593329  -4.155930  -8.021622
H  2.450740  -2.357869  -8.229509
H  3.875459  -3.112317  -7.520484
C  4.945416  4.307212  -2.811827
C  3.921668  4.948644  -1.916570
O  2.651095  5.090258  -2.590736
P  1.476106  5.838189  -1.814318
O  1.551015  7.287557  -1.791623
O  0.221644  5.223248  -2.554620
C  -0.154311  5.673207  -3.860650
C  -1.670725  5.687091  -4.007532
O  1.416729  5.149533  -0.412525
C  0.975239  3.808007  -0.209571
C  1.593680  3.325251  1.053841
H  4.521554  3.458495  -3.345814
H  5.402712  5.020253  -3.502778
H  5.832553  3.946754  -2.286068
H  3.836261  4.412237  -0.968754
H  4.200043  5.982217  -1.680044
H  0.211976  6.694545  -4.000074
H  0.226877  5.031053  -4.661245
H  -2.104226  4.682257  -4.053394
H  -2.120283  6.040903  -3.068472
H  -2.039230  6.323436  -4.805488
H  -0.108128  3.778245  -0.189813
H  1.263438  3.140027  -1.024100
H  1.228361  3.890353  1.920810
H  1.556505  2.259751  1.271389
H  2.656919  3.575072  1.190008
C  -7.708365  -5.559665  1.640940
C  -6.769407  -4.391017  1.486175
O  -6.311921  -4.363893  0.120595
P  -5.061366  -3.424504  -0.210953
O  -4.863587  -2.313717  0.712260
O  -3.852754  -4.455981  -0.303487
C  -2.972868  -4.560268  0.853718
C  -3.010306  -5.902178  1.517622
O  -5.384954  -3.014213  -1.675095
C  -5.475470  -4.007761  -2.724041
C  -6.916193  -4.336628  -3.019161
H  -8.445907  -5.554586  0.831137
H  -7.239999  -6.540159  1.506006
H  -8.225403  -5.582784  2.599081
H  -7.290466  -3.482993  1.797391
H  -5.932116  -4.525439  2.182741
H  -1.976338  -4.409399  0.417025
H  -3.048110  -3.726475  1.550823
H  -4.044268  -6.237385  1.640742
H  -2.506593  -6.669963  0.932782
H  -2.550700  -5.826406  2.501732
H  -4.919398  -3.745457  -3.622362
H  -4.982151  -4.915163  -2.363081
H  -7.458799  -3.490634  -3.447579
H  -6.917051  -5.110919  -3.788804
H  -7.431200  -4.606219  -2.103308
C  -1.452337  -1.003710  0.745383
N  -0.989233  0.400984  0.548849
O  -1.137031  1.121588  1.517452
O  -0.892647  0.817766  -0.584968
H  -2.518650  -1.025842  0.540473
H  -1.304868  -1.212512  1.802337
H  -0.804430  -1.708528  0.231279
C  2.242114  -4.230059  -0.808469
N  2.100393  -2.976786  -1.605442
O  1.324151  -2.131437  -1.234566
O  2.571420  -3.010555  -2.728864
H  1.284637  -4.741668  -0.845414
H  2.419808  -3.918432  0.220191
H  3.039073  -4.800149  -1.256837

Cartesian forces, eV/Å:
C 1.300 -0.500 0.625
C -0.756 0.026 0.866
O 0.167 -0.327 -0.096
P -0.872 0.098 0.602
O 0.035 -0.124 -0.150
O 0.580 -0.153 0.315
C -0.237 0.391 -0.500
C -0.090 0.505 0.710
O 0.441 0.266 -0.511
C -1.691 0.165 -0.063
C 0.750 0.797 -0.228
H -0.081 0.174 -0.008
H -0.223 0.048 -0.378
H -0.572 0.180 -0.192
H 0.100 0.142 -0.667
H 0.302 -0.176 -0.289
H 0.036 0.100 0.162
H -0.098 -0.179 0.077
H 0.263 -0.345 -0.136
H -0.057 0.000 -0.042
H -0.009 -0.176 -0.437
H 0.081 -0.269 -0.052
H 0.615 -0.385 -0.054
H -0.300 0.150 0.277
H 0.129 -0.422 0.100
H 0.064 -0.047 0.118
C 0.481 0.412 0.646
C 0.091 0.684 -0.240
O -0.258 -0.472 0.246
P -0.325 -0.215 0.669
O 0.242 0.345 -0.490
O 0.704 -0.214 0.196
C -0.153 0.261 -0.739
C 0.024 0.260 0.499
O -0.274 -0.237 0.330
C -0.107 0.241 -1.163
C 0.429 -1.448 1.862
H 0.022 -0.099 0.139
H -0.330 -0.016 -0.060
H -0.152 -0.015 -0.460
H -0.089 -0.406 0.054
H 0.213 -0.028 -0.030
H 0.024 -0.096 -0.010
H -0.370 -0.017 0.098
H 0.030 -0.364 0.021
H 0.282 -0.245 -0.092
H -0.099 0.216 -0.118
H 0.002 -0.102 0.131
H 0.402 -0.283 0.390
H -0.119 -0.185 -0.276
H -0.257 -1.735 1.312
H -0.128 -0.243 0.127
C -0.303 -0.995 0.812
C -0.225 0.816 -0.692
O -0.173 0.230 -0.506
P -0.296 -0.215 0.586
O -0.095 -0.537 0.283
O -0.372 -0.383 -0.811
C 0.553 -0.054 0.637
C 0.586 -0.148 0.128
O 0.053 0.440 -0.014
C 1.246 0.987 -0.089
C -0.540 0.144 0.517
H 0.046 -0.106 -0.160
H -0.166 0.121 0.174
H 0.412 0.309 -0.640
H 0.470 -0.207 0.382
H 0.035 0.270 0.348
H -0.202 -0.016 -0.161
H -0.347 0.178 -0.078
H -0.239 0.029 0.059
H -0.057 0.022 -0.117
H -0.108 -0.017 -0.103
H -0.330 -0.082 -0.261
H -0.214 -0.505 0.008
H 0.038 -0.019 -0.044
H 0.151 -0.219 -0.187
H 0.023 -0.205 0.027
C 0.224 -0.573 0.163
C -0.031 0.577 1.214
O -0.344 0.090 -0.641
P 0.908 -0.511 -0.131
O -0.288 -0.222 0.185
O -0.412 -0.128 -0.137
C 0.207 0.001 -0.627
C -0.840 -0.151 -0.146
O 0.251 0.548 0.220
C 0.365 -1.034 1.146
C -0.127 0.393 -0.354
H -0.034 0.107 -0.086
H -0.169 0.163 -0.004
H -0.097 -0.022 -0.175
H 0.178 0.114 -0.761
H -0.219 -0.407 -0.137
H -0.001 0.063 0.007
H -0.242 0.127 0.663
H 0.028 -0.204 0.032
H 0.349 0.283 -0.222
H 0.233 0.381 0.380
H 0.222 0.221 -0.289
H -0.080 0.341 0.050
H -0.105 0.148 0.119
H -0.069 -0.390 0.064
H 0.053 -0.102 -0.251
C -0.121 0.737 -0.912
C -0.384 -0.035 -0.173
O 0.122 0.304 0.409
P 1.202 0.219 -0.216
O -0.742 -0.287 -0.168
O -0.512 0.350 0.875
C -0.359 -1.604 -1.771
C 0.448 0.237 0.470
O -0.740 -0.260 -0.517
C 1.158 0.730 -0.278
C 0.788 -0.715 0.346
H 0.064 -0.195 0.143
H 0.425 -0.458 0.177
H -0.115 -0.130 0.689
H -0.111 0.193 0.016
H 0.148 -0.412 0.143
H 0.143 0.641 0.523
H -0.088 0.351 0.097
H -0.225 -0.008 0.259
H -0.130 0.352 0.065
H 0.183 -0.205 -0.149
H -0.466 0.019 0.149
H -0.419 -0.269 0.173
H -0.252 0.198 -0.318
H -0.358 -0.025 0.033
H -0.059 0.190 -0.115
C 0.553 0.056 -0.504
C 0.322 1.134 0.240
O 0.244 -0.652 0.100
P 0.011 -0.756 -0.574
O 0.179 0.548 0.133
O -0.510 -0.320 -0.374
C -0.687 0.616 -0.693
C -0.468 -0.306 1.569
O -0.192 0.643 0.110
C 0.297 -0.764 -0.173
C 0.684 1.423 0.663
H 0.038 0.038 -0.088
H -0.551 0.001 -0.301
H -0.363 -0.128 0.500
H -0.403 -0.140 -0.147
H 0.372 -0.207 0.218
H 0.139 -0.150 -0.027
H 0.523 -0.041 0.434
H 0.251 -0.023 -0.540
H 0.352 0.485 -0.442
H 0.183 -0.117 -0.254
H -0.241 0.133 0.182
H 0.154 0.367 -0.279
H -0.669 -0.314 -0.052
H -0.481 2.679 -2.106
H 0.099 -0.027 -0.952
C -0.425 -0.834 -0.766
C -0.075 -0.722 0.789
O -0.158 0.406 0.693
P -0.569 -0.508 0.162
O 0.205 0.334 0.182
O 0.138 0.296 0.724
C 1.540 0.421 -0.957
C -0.686 -0.377 0.037
O 0.564 0.327 -1.019
C -0.051 -1.123 0.335
C -0.076 0.585 -0.475
H -0.170 0.320 0.238
H 0.397 0.228 0.184
H 0.045 0.246 0.016
H 0.221 0.215 -0.517
H 0.088 0.171 -0.243
H -0.054 -0.121 0.051
H -0.808 -0.017 -0.064
H 0.041 0.059 0.163
H 0.077 0.049 -0.019
H 0.063 -0.093 0.009
H 0.010 0.748 0.217
H -0.016 0.034 -0.007
H 0.169 0.122 0.038
H -0.226 -0.238 0.285
H -0.050 -0.418 -0.070
C 1.167 -0.575 1.108
N -2.859 0.336 -0.013
O 1.020 0.147 0.120
O 1.052 -0.194 -0.454
H 0.019 -0.072 -0.433
H -0.161 0.151 0.151
H -0.324 0.197 -0.673
C 0.098 0.750 0.672
N -0.737 -1.333 -2.004
O -0.153 0.640 0.910
O 0.871 0.472 0.772
H -0.036 0.025 -0.246
H 0.209 -0.196 -0.053
H 0.136 -0.143 0.099

The gap between HOMO and LUMO comes out at 9.96 eV. The SMILES is CCOP(=O)(OCC)OCC.CCOP(=O)(OCC)OCC.CCOP(=O)(OCC)OCC.CCOP(=O)(OCC)OCC.CCOP(=O)(OCC)OCC.CCOP(=O)(OCC)OCC.CCOP(=O)(OCC)OCC.C[N+](=O)[O-].C[N+](=O)[O-]. For the highest occupied orbital energy, the calculation gives -9.95 eV.

Results of the Mulliken charge analysis, in e, for atoms 1 through 8: number 1, C, carries -1.29; number 2, C, carries -0.15; number 3, O, carries -0.27; number 4, P, carries 0.31; number 5, O, carries -0.24; number 6, O, carries -0.29; number 7, C, carries -0.50; number 8, C, carries -0.83